A single C3H7N3 molecule at a distorted geometry. Source: the OMol25 dataset; level of theory: ωB97M-V/def2-TZVPD.

Positions of all 13 atoms, in Å:
H: -0.45543 -2.32864 1.97346
N: 0.17382 -1.80606 1.34817
N: -0.47684 -0.83885 0.84548
C: 0.18991 -0.03750 -0.03697
C: 1.61086 -0.31891 -0.43102
C: -0.52202 1.00721 -0.54085
N: -1.76996 1.32506 -0.12145
H: 1.68397 -1.32875 -0.83230
H: 2.24781 -0.27578 0.45135
H: 1.96123 0.39611 -1.16976
H: -0.07878 1.67149 -1.26961
H: -2.36374 1.89721 -0.69494
H: -2.20084 0.63740 0.47845

The value obtained for the frontier orbital gap is 8.6694 eV. Its energy above the lowest of the compared OMol25 structures with the same formula, charge and spin is 133.7 kJ/mol. As for the SMILES: [H]/N=N/C(C)=C\N. Its LUMO energy is 0.7 eV. The total charge is 0. Its spin multiplicity is 1. The highest occupied orbital energy comes out at -8.0 eV.

Löwdin population analysis, charges in e, atoms 1 to 2:
1 H 0.044
2 N 0.050

A single C5H7NO molecule. Source: the OMol25 dataset; level of theory: ωB97M-V/def2-TZVPD.

Positions of all 14 atoms, in Å:
C: -1.74571 -0.38319 0.51025
N: -1.01432 0.14020 1.39725
C: 0.27599 0.62878 1.01944
C: 1.37048 -0.34185 0.63825
C: 0.72269 0.49648 -0.42658
C: -0.28027 -0.12560 -1.38875
O: -1.47285 -0.65426 -0.78119
H: -2.75855 -0.69023 0.76025
H: 0.51818 1.49863 1.61125
H: 1.12886 -1.40228 0.67541
H: 2.39647 -0.10604 0.91770
H: 1.33279 1.27748 -0.88569
H: 0.14681 -0.96728 -1.94335
H: -0.62057 0.62914 -2.10423

The value obtained for the frontier orbital gap is 10.1670 eV. Its energy above the lowest of the compared OMol25 structures with the same formula, charge and spin is 155.4 kJ/mol. As for the SMILES: C1=N[C@H]2C[C@H]2CO1. Its LUMO energy is 1.0 eV. The total charge is 0. Its spin multiplicity is 1. The highest occupied orbital energy comes out at -9.2 eV.

Löwdin population analysis, charges in e, atoms 1 to 2:
1 C -0.232
2 N 0.087

2 unconnected molecules or ions with the total composition C9H13N2O3 at a distorted geometry. Source: the OMol25 dataset; level of theory: ωB97M-V/def2-TZVPD.

Positions of all 27 atoms, in Å:
C: 3.13360 -0.66222 -0.31860
C: -0.33051 -2.20746 0.45636
C: -0.25732 -1.92021 -0.96295
C: 2.21019 1.59703 0.37819
C: -1.05421 -0.87849 0.69836
C: 2.05155 2.55691 -0.83239
C: -0.52735 0.16166 1.76452
C: -2.51207 -1.28932 0.83449
C: -1.20408 0.38481 -1.51100
N: -0.70561 -0.62774 -0.68916
N: 2.54775 0.39805 -0.03014
O: -0.00557 -3.09063 1.21012
O: 0.06764 -2.47412 -1.97071
O: 2.11746 1.85854 1.57865
H: 2.96359 2.50059 -1.50515
H: 2.10363 3.52838 -0.49262
H: 1.12656 2.33152 -1.53129
H: -1.41895 0.58214 2.30888
H: -0.00230 0.97869 1.28016
H: 0.07907 -0.24068 2.69499
H: -3.13235 -0.29582 0.66107
H: -2.72203 -1.66352 1.83721
H: -2.95064 -1.93285 0.07242
H: -0.64541 1.31332 -1.28823
H: -1.16331 0.17566 -2.63501
H: -2.36160 0.44359 -1.47287
H: 2.59227 -1.52783 -0.53529

The value obtained for the frontier orbital gap is 4.5200 eV. Its energy above the lowest of the compared OMol25 structures with the same formula, charge and spin is 56.6 kJ/mol. Its LUMO energy is 2.8 eV. The total charge is -1. Its spin multiplicity is 1. The highest occupied orbital energy comes out at -1.7 eV.

Löwdin population analysis, charges in e, atoms 1 to 2:
1 C -0.112
2 C -0.274

A molecular structure, C17H20Cl2FeN4O2. Source: the OMol25 dataset; level of theory: ωB97M-V/def2-TZVPD.

Positions of all 46 atoms, in Å:
Fe: 0.44240 0.15627 -0.10928
C: 0.86802 4.51014 0.15706
C: 0.19332 3.17454 0.23698
O: 0.87804 2.15839 -0.01004
C: -1.19440 3.15170 0.59324
C: -1.95667 2.03719 0.85914
C: -3.37190 2.17393 1.32035
N: -1.40314 0.80300 0.73099
N: -2.18904 -0.19337 1.11669
C: -1.54732 -1.38119 1.03121
O: -0.32688 -1.47052 0.66051
C: -2.28301 -2.59310 1.39734
C: -3.65682 -2.54584 1.64157
C: -4.33601 -3.70564 1.96966
C: -3.64921 -4.90896 2.06550
C: -2.28138 -4.95968 1.82554
C: -1.59787 -3.80595 1.48721
H: 1.87382 4.39430 -0.23645
H: 0.91168 4.96094 1.15084
H: 0.29206 5.19034 -0.47230
H: -1.66412 4.11759 0.71920
H: -3.69673 3.20869 1.24568
H: -3.46081 1.84338 2.35606
H: -4.03327 1.53517 0.73699
H: -4.17671 -1.60109 1.57431
H: -5.40152 -3.67277 2.15214
H: -4.18224 -5.81313 2.32912
H: -1.75088 -5.89925 1.89985
H: -0.53593 -3.83132 1.28753
Cl: -0.84536 -0.26262 -2.31902
C: -0.92238 1.08474 -3.51213
Cl: 0.29266 2.30973 -3.22285
H: -1.91161 1.51484 -3.42053
H: -0.75980 0.62465 -4.47839
C: 3.14347 -0.55857 1.73240
C: 3.36243 -0.19313 0.30750
N: 2.43540 -0.13487 -0.63619
C: 3.07834 0.23078 -1.80536
C: 4.39992 0.38234 -1.56121
N: 4.56077 0.11261 -0.21946
H: 2.08243 -0.71337 1.92748
H: 3.50760 0.21969 2.40292
H: 3.65306 -1.49185 1.97490
H: 2.54578 0.34181 -2.73337
H: 5.22632 0.63937 -2.19853
H: 5.43207 0.11700 0.28348

The value obtained for the frontier orbital gap (spin up / spin down) is 7.9873 / 6.9837 eV. Its energy above the lowest of the compared OMol25 structures with the same formula, charge and spin is 14.4 kJ/mol. Its LUMO energy (spin up / spin down) is -2.6 / -4.7 eV. The total charge is +1. Its spin multiplicity is 6. The highest occupied orbital energy (spin up / spin down) comes out at -10.6 / -11.6 eV.

Löwdin population analysis, charges in e, atoms 1 to 2:
1 Fe 0.723
2 C 0.000

A single ClH2NS2 molecule at a distorted geometry. Source: the OMol25 dataset; level of theory: ωB97M-V/def2-TZVPD.

Positions of all 6 atoms, in Å:
N: -0.63433 -0.32218 0.56973
S: -2.11717 0.09500 -0.13659
S: 0.76468 -0.12484 -0.19399
Cl: 2.45923 1.28121 0.28036
H: -1.88014 -0.07306 -1.36054
H: 1.40773 -0.85613 0.84103

The value obtained for the frontier orbital gap is 7.8403 eV. Its energy above the lowest of the compared OMol25 structures with the same formula, charge and spin is 39.2 kJ/mol. Its LUMO energy is -1.3 eV. The total charge is 0. Its spin multiplicity is 1. The highest occupied orbital energy comes out at -9.1 eV.

Löwdin population analysis, charges in e, atoms 1 to 2:
1 N -0.888
2 S 0.681

A molecular structure, C4H4Br4 at a distorted geometry. Source: the OMol25 dataset; level of theory: ωB97M-V/def2-TZVPD.

Positions of all 12 atoms, in Å:
C: -0.57280 -0.07408 -0.32496
C: 0.63449 -0.39092 0.14266
C: -1.68422 -0.91360 -0.82764
C: 1.69212 1.04038 0.68151
Br: -1.00247 1.76989 -0.79847
Br: 1.34608 -2.02734 0.61825
Br: 3.39620 0.43751 1.30327
Br: 0.69168 1.83478 2.14602
H: -2.59396 -0.68757 -0.36585
H: -1.72728 -1.94976 -0.72322
H: -1.85065 -0.82353 -1.86723
H: 1.67081 1.78423 0.01567

The value obtained for the frontier orbital gap is 9.7211 eV. Its energy above the lowest of the compared OMol25 structures with the same formula, charge and spin is 120.2 kJ/mol. Its LUMO energy is 0.3 eV. The total charge is 0. Its spin multiplicity is 1. The highest occupied orbital energy comes out at -9.4 eV.

Löwdin population analysis, charges in e, atoms 1 to 2:
1 C -0.728
2 C -0.773

17 unconnected molecules or ions with the total composition C36H115N9O17 at a distorted geometry. Source: the OMol25 dataset; level of theory: ωB97M-V/def2-TZVPD.

Positions of all 177 atoms, in Å:
O: 15.53461 1.81712 -15.98572
H: 16.05598 2.12221 -16.73536
H: 14.92131 1.15182 -16.36250
O: 13.93849 1.87069 -8.86828
H: 13.25309 2.49485 -8.59966
H: 14.59443 1.90808 -8.15989
O: 11.84079 0.90292 -11.41624
H: 11.41207 0.11420 -11.01500
H: 12.78094 0.68936 -11.42441
O: 13.73257 -0.01366 -17.17014
H: 13.76771 -0.05712 -18.13068
H: 12.80545 -0.25619 -16.94236
O: 12.41614 4.06396 -17.92723
H: 12.71668 3.62950 -17.09296
H: 12.76812 4.96712 -17.87556
O: 15.89487 1.62629 -13.07732
H: 15.93116 1.81880 -14.02883
H: 16.74626 1.21472 -12.88481
O: 10.21672 2.99188 -9.57487
H: 9.61790 2.23988 -9.47840
H: 11.07373 2.59438 -9.78688
O: 8.51411 5.24562 -10.29531
H: 9.27696 4.75265 -9.95266
H: 8.21424 5.79044 -9.55990
C: 9.66141 0.70837 -18.18431
C: 9.70203 -0.45540 -17.21543
C: 8.63482 -1.48455 -17.63044
O: 8.66724 -2.61331 -16.78151
C: 7.91596 -2.44939 -15.60072
N: 11.04974 -1.05941 -17.30419
H: 10.48116 1.40912 -18.00913
H: 8.70277 1.22658 -18.08823
H: 9.78584 0.49470 -19.25166
H: 9.54013 -0.07652 -16.20569
H: 8.94361 -1.83526 -18.61900
H: 7.61614 -1.09161 -17.71055
H: 6.84388 -2.52036 -15.82812
H: 8.07668 -1.50856 -15.07050
H: 8.10491 -3.30331 -14.95275
H: 11.11504 -1.77280 -16.57580
H: 11.11484 -1.58127 -18.17529
C: 7.95967 4.89183 -20.05084
C: 9.25335 5.04364 -19.24018
C: 9.14559 4.47569 -17.81104
O: 7.86605 4.73839 -17.22920
C: 7.79860 4.38045 -15.86084
N: 10.34421 4.37285 -19.94120
H: 7.97760 5.61217 -20.87119
H: 7.04277 4.91978 -19.47080
H: 8.00137 3.94360 -20.59751
H: 9.47619 6.10518 -19.13670
H: 9.91148 4.96543 -17.19227
H: 9.28697 3.39738 -17.66219
H: 6.84435 4.73671 -15.47414
H: 8.54298 4.88621 -15.23664
H: 7.83383 3.28904 -15.81697
H: 10.17136 3.37890 -20.06064
H: 11.15911 4.36545 -19.32104
C: 10.18731 -1.54356 -13.16706
C: 11.19703 -2.32184 -12.36016
C: 12.59789 -2.27627 -12.94784
O: 12.61013 -2.98076 -14.16690
C: 13.91557 -3.10138 -14.70256
N: 11.17909 -1.88182 -10.95358
H: 10.22978 -0.46036 -13.03782
H: 9.16566 -1.86588 -12.95413
H: 10.33997 -1.69621 -14.23868
H: 10.92436 -3.38212 -12.45113
H: 13.27707 -2.78939 -12.25148
H: 12.97695 -1.25073 -13.02647
H: 14.44317 -3.87970 -14.14373
H: 14.45360 -2.15295 -14.67870
H: 13.85376 -3.44475 -15.73302
H: 11.87939 -2.36225 -10.38923
H: 10.32610 -2.31770 -10.60072
C: 15.70709 10.07750 -7.80820
C: 14.79778 9.11189 -8.56426
C: 14.74430 9.36345 -10.06044
O: 13.91516 8.36919 -10.61478
C: 13.74760 8.48717 -12.02988
N: 15.15171 7.72995 -8.21701
H: 15.56241 10.00868 -6.73298
H: 15.47267 11.11031 -8.08416
H: 16.75797 9.93831 -8.07246
H: 13.78383 9.25513 -8.17409
H: 15.73061 9.41182 -10.54217
H: 14.34517 10.37407 -10.22864
H: 14.73428 8.38165 -12.48947
H: 13.33148 9.46262 -12.28782
H: 13.05966 7.68510 -12.27329
H: 14.73872 7.12460 -8.92430
H: 16.15573 7.63564 -8.37785
C: 10.24156 6.68562 -13.33210
C: 9.37588 7.95275 -13.49657
C: 10.03340 8.85365 -14.57474
O: 11.15302 9.52079 -13.99800
C: 11.66429 10.53959 -14.79360
N: 8.05544 7.56761 -13.95273
H: 9.82148 6.03809 -12.56056
H: 11.23817 6.95706 -12.98296
H: 10.34908 6.14380 -14.27139
H: 9.35404 8.49168 -12.55224
H: 9.27179 9.62490 -14.74704
H: 10.25717 8.30633 -15.49204
H: 10.99093 11.39981 -14.91334
H: 12.03557 10.21244 -15.77402
H: 12.54463 10.97328 -14.30481
H: 7.42364 8.36870 -13.97364
H: 8.07459 7.35211 -14.95139
C: 11.80179 1.78567 -14.95030
C: 12.16302 3.19740 -14.50580
C: 12.44788 3.31986 -13.02729
O: 12.71659 4.67582 -12.72797
C: 12.62552 4.91819 -11.33740
N: 13.31795 3.63739 -15.32991
H: 10.94694 1.34541 -14.43847
H: 12.61642 1.05794 -14.93403
H: 11.56007 1.85085 -16.01546
H: 11.35009 3.88690 -14.75207
H: 13.30054 2.70958 -12.68518
H: 11.62487 2.90687 -12.42624
H: 12.93566 5.95783 -11.20909
H: 13.29157 4.28102 -10.74835
H: 11.57491 4.87529 -11.03209
H: 13.56836 4.51367 -14.87087
H: 14.10842 3.01229 -15.20094
C: 13.70437 6.53180 -20.60572
C: 13.75814 7.80644 -19.71686
C: 14.09807 7.58694 -18.26118
O: 12.99801 6.94566 -17.61698
C: 13.03746 7.09817 -16.21663
N: 14.84371 8.68725 -20.25114
H: 13.09748 5.81231 -20.05077
H: 14.70992 6.18995 -20.83400
H: 13.20839 6.80444 -21.53502
H: 12.85309 8.39635 -19.84815
H: 14.35690 8.54068 -17.79033
H: 14.97717 6.95378 -18.07128
H: 13.90074 6.52659 -15.84031
H: 12.14059 6.67778 -15.77013
H: 13.18142 8.13341 -15.89034
H: 14.47366 9.22867 -21.01945
H: 15.64019 8.16129 -20.57763
C: 15.89852 5.30137 -9.81154
C: 16.10208 4.29605 -10.94208
C: 17.21083 4.73831 -11.88621
O: 17.00692 5.92481 -12.63100
C: 15.75267 5.96510 -13.29666
N: 16.34867 2.94521 -10.43777
H: 15.10368 4.95306 -9.14073
H: 15.66400 6.31345 -10.14225
H: 16.74204 5.35617 -9.11461
H: 15.14616 4.23868 -11.48807
H: 17.42270 3.93532 -12.60137
H: 18.06362 4.90211 -11.22306
H: 15.64106 5.17392 -14.04342
H: 15.72687 6.92719 -13.80930
H: 14.93792 5.95633 -12.57203
H: 16.44652 2.39292 -11.29223
H: 15.49140 2.59948 -10.01243
C: 8.80031 2.38875 -12.88250
C: 7.30840 2.37866 -12.59069
C: 6.57970 1.15526 -13.11094
O: 6.45303 1.18323 -14.50563
C: 5.54513 0.23599 -15.01178
N: 7.18176 2.43133 -11.11502
H: 9.20727 1.48146 -12.41674
H: 9.38738 3.21275 -12.47988
H: 8.97279 2.32603 -13.95947
H: 6.99626 3.32242 -13.06407
H: 5.63203 1.05347 -12.56537
H: 7.17714 0.28269 -12.79808
H: 5.82020 -0.76761 -14.67220
H: 5.65908 0.20341 -16.09598
H: 4.50270 0.46815 -14.78509
H: 6.18527 2.56025 -10.94989
H: 7.64781 3.30173 -10.86483

The value obtained for the frontier orbital gap is 8.7704 eV. Its energy above the lowest of the compared OMol25 structures with the same formula, charge and spin is 139.0 kJ/mol. Its LUMO energy is 0.3 eV. The total charge is 0. Its spin multiplicity is 1. The highest occupied orbital energy comes out at -8.4 eV.

Löwdin population analysis, charges in e, atoms 1 to 2:
1 O -0.072
2 H 0.063